[1]
Below is C23H67BaFeN3O18P as an isolated structure in a non-equilibrium geometry, with properties calculated with ωB97M-V/def2-TZVPD.

Last column: Mulliken charge in e.
CARTESIAN COORDINATES (ANGSTROEM)
Fe -1.9340 2.2369 -3.5495  0.461
Ba -0.6121 0.7490 0.5772  0.688
P 0.1571 0.8968 -2.4947  1.696
O 0.4576 -0.3947 -3.2425  -1.166
O -1.3963 0.9923 -2.1688  -0.498
O 0.0286 2.1206 -3.4379  -1.492
O 1.0688 1.0971 -1.2813  -0.295
C 5.9041 1.1145 1.3786  -0.846
O 4.8045 0.5121 1.9767  -0.406
H 6.0810 0.5287 0.4766  0.315
H 5.6619 2.1198 1.0340  0.253
H 6.6788 0.8725 2.1062  0.262
H 4.0815 0.4756 1.3462  0.274
C -5.4087 1.6178 -4.9532  -1.479
C -4.7566 0.6734 -3.9296  0.461
C -5.2922 -0.7521 -3.9384  -0.938
O -5.1867 -1.1512 -5.3490  -0.324
C -5.8835 -2.3601 -5.6681  -0.834
N -3.3289 0.6402 -4.0835  -0.407
H -4.6874 2.2150 -5.5111  0.318
H -5.8754 2.5239 -4.5668  0.432
H -6.2008 1.3012 -5.6318  0.304
H -4.9783 1.0667 -2.9375  0.280
H -6.3059 -0.6596 -3.5485  0.573
H -4.9006 -1.5663 -3.3287  0.388
H -5.4486 -3.1714 -5.0844  0.301
H -5.7646 -2.5848 -6.7280  0.287
H -6.9202 -2.4233 -5.3373  0.328
H -3.0091 0.0840 -4.8636  0.230
H -2.9175 0.1104 -3.3284  0.243
C 0.3464 -3.3275 5.4638  -1.565
C 1.2748 -2.8455 4.3181  1.348
C 2.7684 -3.2252 4.6172  -1.023
O 3.5118 -2.8685 3.5292  -0.136
C 4.7831 -2.4291 3.8449  -0.977
N 0.5378 -3.2665 3.1090  -0.472
H 0.5676 -4.3854 5.6054  0.409
H -0.7273 -3.2751 5.2832  0.368
H 0.4680 -2.9679 6.4855  0.382
H 1.2104 -1.7614 4.4119  -0.169
H 2.7444 -4.3144 4.6517  0.379
H 3.0931 -2.9069 5.6079  0.507
H 5.3964 -1.9946 3.0555  0.153
H 5.3166 -3.3588 4.0426  0.439
H 4.9372 -1.6827 4.6241  0.414
H 0.8795 -2.9047 2.2301  -0.230
H 0.7967 -4.2388 3.0218  0.375
C 2.0638 1.4460 4.7352  -1.692
C 1.1392 1.5141 3.5194  1.253
C 1.4834 2.7233 2.6056  -1.287
O 0.5678 2.9073 1.5395  0.752
C 1.0049 4.0008 0.6773  -1.238
N 1.3151 0.1822 2.8365  1.166
H 1.7605 2.2813 5.3663  0.492
H 3.1238 1.5221 4.4927  0.274
H 1.7319 0.5274 5.2192  0.482
H 0.1198 1.7672 3.8108  -0.089
H 2.5040 2.5662 2.2566  0.224
H 1.6070 3.6496 3.1667  0.511
H 0.3160 4.0978 -0.1617  0.219
H 1.9649 3.8312 0.1896  0.412
H 0.9521 4.9041 1.2850  0.400
H 1.5043 -0.4736 3.5810  -0.613
H 2.0808 0.0038 2.2024  -0.690
C 2.9473 -1.2188 -0.0376  -0.418
C 1.8381 -2.2783 -0.2041  -0.938
O 0.5823 -1.6616 -0.2793  0.739
O 2.6665 0.1105 0.3588  0.112
H 3.3030 -1.1020 -1.0613  0.534
H 3.7894 -1.6990 0.4607  0.416
H 1.9217 -2.9340 0.6626  0.218
H 2.0889 -2.8950 -1.0672  0.390
H 0.1607 -1.8478 -1.1215  0.106
H 2.1398 0.4663 -0.3605  -0.179
C -2.3650 3.0958 2.5981  -0.564
C -3.1949 3.1740 1.2944  -0.500
O -2.3772 2.7467 0.2902  0.025
O -1.9478 1.6986 2.8280  -0.098
H -2.9588 3.3736 3.4689  0.514
H -1.4660 3.7121 2.5999  0.034
H -3.5479 4.1696 1.0258  0.519
H -4.0435 2.5223 1.5027  0.209
H -2.6678 3.1991 -0.5052  0.069
H -2.6496 1.1815 3.2301  0.141
C -2.4796 -2.0176 1.7841  -0.481
C -3.5350 -1.1149 1.2497  -0.644
O -3.1915 -0.3960 0.1313  -0.048
O -1.4075 -1.2268 2.2776  -0.023
H -2.1347 -2.6375 0.9564  0.193
H -2.9319 -2.6457 2.5516  0.408
H -4.0415 -0.4557 1.9546  0.300
H -4.3401 -1.8104 1.0128  0.448
H -3.9083 0.1216 -0.2427  0.035
H -0.8616 -1.8665 2.7405  0.046
C 4.7902 3.3268 -2.7339  -0.782
C 3.8176 2.4437 -2.0997  0.904
O 2.5321 3.1108 -2.0639  -0.630
O 4.5309 3.3506 -4.1363  -0.532
H 5.7777 2.8707 -2.6638  0.360
H 4.8356 4.3481 -2.3556  0.351
H 3.9885 2.3539 -1.0269  -0.277
H 3.7151 1.4931 -2.6230  0.075
H 1.8810 2.5972 -1.5803  -0.101
H 5.0190 2.6343 -4.5489  0.303
C -1.3553 -2.4477 -4.7294  -0.662
C -1.7378 -2.8036 -3.3400  -0.142
O -0.7901 -2.3658 -2.4266  -0.688
O -1.3053 -1.0301 -4.7839  -0.673
H -2.1904 -2.6956 -5.3847  0.419
H -0.5830 -3.0331 -5.2284  0.225
H -1.7788 -3.8900 -3.2611  0.506
H -2.7186 -2.3646 -3.1573  -0.146
H -0.3911 -1.6470 -2.9224  0.292
H -0.6856 -0.5995 -4.1905  0.447

Results
- Calculated total energy: -4065.4956 hartree
- Net charge: +1
- LUMO level (spin up / spin down): -3.54 / -3.63 eV
- 2S+1: 5

[2]
Below is C23H67InN6O7PS as an isolated structure in a non-equilibrium geometry, with properties calculated with ωB97M-V/def2-TZVPD.

Last column: Mulliken charge in e.
CARTESIAN COORDINATES (ANGSTROEM)
C -0.4717 7.4133 1.9314  -0.627
C 0.9345 6.7212 2.2407  -0.009
O 0.8043 5.2980 2.5840  -0.382
C 1.9517 4.6422 1.9199  -0.573
In 2.3111 2.5261 2.6772  0.805
N 2.8481 2.5310 4.7403  -0.643
O 0.6981 1.2325 2.2443  -0.728
P 4.4176 1.7206 1.4161  -0.067
S 5.6667 3.2652 1.4693  -0.545
H -0.7826 7.1556 0.8563  -0.097
H -1.3117 7.1001 2.6482  0.306
H -0.2962 8.5510 1.9364  0.274
H 1.5209 7.2066 3.0919  0.271
H 1.5760 6.8468 1.2907  0.020
H 1.8159 4.7005 0.7770  0.169
H 2.8747 5.2718 2.2170  0.333
H 3.4298 3.3439 5.0058  0.147
H 2.0422 2.4215 5.3716  0.131
H 0.1158 1.1293 3.0263  0.179
H 4.9559 0.5581 2.0691  0.012
H 4.0103 1.4714 0.0584  0.032
C 1.0459 9.8720 -3.6570  -1.410
C 1.7463 9.7136 -2.3100  0.361
C 1.7691 8.2613 -1.7896  -0.834
O 0.5294 7.8072 -1.2564  -0.157
C -0.4109 7.3851 -2.2296  -0.854
N 1.1259 10.6254 -1.3398  -0.771
H -0.0422 9.8488 -3.5693  0.292
H 1.3059 10.8342 -4.1078  0.355
H 1.3502 9.0855 -4.3538  0.335
H 2.7878 10.0229 -2.4504  0.410
H 2.4796 8.2139 -0.9578  0.322
H 2.1391 7.5653 -2.5523  0.430
H 0.0690 6.9059 -3.0870  0.347
H -1.0229 8.2291 -2.5550  0.282
H -1.0796 6.6611 -1.7575  0.267
H 1.6630 10.5964 -0.4745  0.284
H 0.2249 10.2222 -1.0781  0.343
C 3.5027 -3.8292 -1.2881  -1.504
C 3.3409 -2.4743 -0.6043  0.601
C 2.6562 -1.4119 -1.4891  -0.438
O 3.4926 -0.8586 -2.5025  -0.396
C 3.6210 -1.6623 -3.6618  -0.651
N 4.6537 -2.0185 -0.1302  -0.721
H 4.3277 -3.8449 -2.0039  0.353
H 3.7151 -4.6042 -0.5459  0.378
H 2.5871 -4.1154 -1.8142  0.232
H 2.6988 -2.6299 0.2689  0.258
H 2.3778 -0.5697 -0.8472  0.295
H 1.7232 -1.7916 -1.9239  0.281
H 2.6996 -2.2043 -3.8926  0.263
H 4.4560 -2.3573 -3.5496  0.235
H 3.8556 -1.0042 -4.5022  0.264
H 4.5162 -1.1705 0.4161  0.116
H 5.1786 -1.7001 -0.9461  0.387
C -2.9818 -4.6438 -0.8682  -1.445
C -1.6980 -5.0942 -1.5600  0.434
C -0.4726 -5.1398 -0.6238  -0.723
O 0.0810 -3.8651 -0.3148  -0.079
C -0.6048 -3.1570 0.7066  -0.664
N -1.4568 -4.2324 -2.7251  -0.749
H -3.0171 -3.5638 -0.7112  0.343
H -3.8516 -4.9027 -1.4791  0.361
H -3.0991 -5.1350 0.1023  0.288
H -1.8673 -6.1150 -1.9199  0.255
H 0.3235 -5.6871 -1.1400  0.261
H -0.6878 -5.7004 0.2938  0.364
H -1.0050 -3.8248 1.4744  0.354
H -1.4017 -2.5484 0.2744  0.085
H 0.1058 -2.4736 1.1774  0.280
H -0.6619 -4.6008 -3.2451  0.290
H -1.1204 -3.3343 -2.3739  0.335
C -2.5200 -11.2927 0.8926  -1.420
C -2.4429 -9.9398 1.5951  0.265
C -2.5178 -8.7364 0.6320  -0.645
O -1.3182 -8.4857 -0.0938  -0.230
C -1.1343 -9.3135 -1.2303  -0.856
N -1.2276 -9.8989 2.4187  -0.747
H -1.5787 -11.5715 0.4147  0.286
H -2.7530 -12.0807 1.6145  0.355
H -3.3053 -11.2970 0.1310  0.337
H -3.3091 -9.8736 2.2625  0.427
H -2.6895 -7.8365 1.2322  0.301
H -3.3716 -8.8200 -0.0517  0.427
H -2.0797 -9.5529 -1.7244  0.372
H -0.6060 -10.2272 -0.9507  0.258
H -0.4998 -8.7748 -1.9384  0.274
H -1.2334 -9.0413 2.9687  0.284
H -0.4357 -9.7746 1.7862  0.337
C -1.9934 2.2925 0.4751  -1.270
C -2.6849 1.2223 1.3159  0.957
C -4.2230 1.2350 1.1903  -0.750
O -4.8668 2.2861 1.9056  -0.399
C -4.8560 3.5400 1.2437  -0.596
N -2.2576 1.3610 2.7139  -0.481
H -2.0567 3.2860 0.9241  0.166
H -0.9295 2.0630 0.3703  0.268
H -2.4248 2.3428 -0.5299  0.354
H -2.3377 0.2502 0.9480  -0.267
H -4.6041 0.3069 1.6300  0.365
H -4.5405 1.2336 0.1399  0.410
H -4.9351 3.4345 0.1583  0.290
H -3.9571 4.0996 1.5090  0.196
H -5.7149 4.1146 1.5995  0.252
H -2.6363 0.5817 3.2507  0.266
H -2.7382 2.1754 3.0994  0.262

Results
- Calculated total energy: -2701.2898 hartree
- Net charge: -1
- LUMO level: 1.88 eV

- The lowest calculated total energy belongs to which entry?
  C23H67BaFeN3O18P

- The lowest calculated total energy belongs to which entry?
  C23H67BaFeN3O18P

- Which of these has the lowest net charge?
  C23H67InN6O7PS

- Which of these has the highest calculated total energy?
  C23H67InN6O7PS